(1)
Molecular formula: C30H44BrIrN3P2
Method: DFT, ωB97M-V with the def2-TZVPD basis set

Structure (XYZ):
```
81
Properties=species:S:1:pos:R:3:mulliken_spin:R:1
C 3.4816 5.5061 -1.5542 0.252
C 2.3855 4.9865 -2.2794 -0.075
C 2.4948 4.7659 -3.6761 0.244
C 3.7531 4.9765 -4.2595 0.304
N 4.7886 5.4595 -3.5573 -0.056
C 4.6880 5.6765 -2.2454 0.288
C 1.1828 4.6758 -1.5907 0.243
C 0.1761 4.3888 -0.9775 0.023
C -0.7404 3.8187 -0.0485 0.129
C -0.5589 3.9310 1.3469 -0.001
C -1.0551 2.9358 2.1981 0.092
C -1.6318 1.8058 1.5739 0.252
C -2.1792 1.9146 0.2689 0.198
C -1.7417 2.9646 -0.5259 -0.017
Ir -1.2361 0.0292 2.2713 1.482
P 0.5200 -0.1700 0.9032 0.010
H 1.6203 4.5515 -4.3036 -0.008
H 3.3877 5.8635 -0.5274 -0.005
H 3.9275 4.7975 -5.3224 0.007
H 5.5843 6.0293 -1.7245 0.004
H -1.9932 3.0139 -1.5821 0.010
H 0.0874 4.7207 1.7429 0.000
H -2.7580 1.0805 -0.1435 -0.007
H -0.9503 2.9269 3.2818 0.004
C 1.3023 -1.8091 0.7131 0.025
C 2.3641 -1.9442 -0.3926 0.000
H 0.4663 -2.5018 0.5108 -0.009
H 1.7168 -2.0755 1.7020 0.000
H 2.7584 -2.9692 -0.3288 0.000
H 1.9395 -1.8025 -1.3995 0.001
H 3.2170 -1.2538 -0.2666 0.000
C 0.3197 0.4088 -0.8431 0.007
C 1.5384 0.9797 -1.5571 0.007
H -0.3772 1.2497 -0.7816 -0.034
H -0.1951 -0.3971 -1.4043 0.051
H 1.2265 1.2753 -2.5712 0.000
H 1.8686 1.9111 -1.0775 0.001
H 2.3964 0.3004 -1.6466 -0.001
C 1.6130 1.1090 1.6627 0.026
C 3.0887 0.7524 1.5812 0.016
H 1.3097 1.1968 2.7227 -0.033
H 1.3520 2.0777 1.1997 -0.022
H 3.6431 1.5002 2.1595 0.000
H 3.2531 -0.2376 2.0180 -0.001
H 3.4740 0.7593 0.5548 0.000
Br -2.4047 -2.0421 1.7870 0.417
P -2.1855 -2.5390 -1.7778 0.635
C -0.7384 -2.9382 -2.7930 0.105
C -0.9761 -4.1857 -3.6324 0.038
H 0.0639 -3.0872 -2.0377 -0.001
H -0.4333 -2.0798 -3.4177 0.001
H -0.1281 -4.3624 -4.3037 0.008
H -1.0971 -5.0567 -2.9814 -0.001
H -1.8756 -4.0755 -4.2482 -0.002
C -3.2971 -3.8915 -1.2860 0.043
C -4.7911 -3.7208 -1.5728 0.011
H -3.1693 -3.8809 -0.1911 0.020
H -2.9359 -4.8614 -1.6460 0.005
H -5.3333 -4.5418 -1.0807 0.002
H -5.1871 -2.7649 -1.1956 0.002
H -5.0300 -3.7974 -2.6436 0.001
C -3.1598 -1.1281 -2.4197 0.043
C -3.5468 -1.2920 -3.8832 0.056
H -2.5666 -0.2116 -2.2428 -0.005
H -4.0428 -1.0108 -1.7731 -0.005
H -4.0650 -0.3959 -4.2453 0.008
H -2.6579 -1.4286 -4.5055 -0.002
H -4.2195 -2.1440 -4.0309 -0.004
N 0.4028 -2.6761 7.6022 0.033
C 0.3993 -2.0979 6.3467 0.012
C 0.4078 -2.8853 5.1798 0.024
C 0.0575 -2.3103 3.9568 -0.021
N -0.3618 -1.0111 3.8858 0.160
C -0.1544 -0.2032 4.9465 0.001
C 0.3126 -0.7028 6.1664 0.009
H 0.2678 -3.6770 7.6993 -0.002
H 0.1934 -2.1439 8.4451 -0.002
H 0.6179 -3.9545 5.2622 0.002
H 0.0702 -2.9012 3.0401 0.001
H -0.4092 0.8542 4.7647 -0.001
H 0.4649 -0.0335 7.0009 -0.001
```

multiplicity	6
molar mass	780.77	u
HOMO energy (alpha / beta)	-18.30 / -18.14	eV
electronic energy	-127708.03776	eV
energy relative to the best compared isomer or geometry (same formula, charge and spin)	0.0	kcal/mol
total charge	+4

***

(2)
Molecular formula: C30H44BrN3P2Pd
Method: DFT, ωB97M-V with the def2-TZVPD basis set

Structure (XYZ):
```
81
Properties=species:S:1:pos:R:3:mulliken_spin:R:1
C 2.1980 4.6096 -0.5336 0.107
C 1.1852 3.9203 -1.2383 0.028
C 1.2227 3.7652 -2.6449 0.105
C 2.4689 4.0063 -3.2536 -0.003
N 3.4970 4.4799 -2.5445 0.793
C 3.3979 4.8071 -1.2474 -0.007
C 0.1021 3.3517 -0.5403 0.166
C -0.5897 2.4865 0.0125 0.037
C -1.8913 2.4614 0.5972 0.030
C -2.2659 1.2593 1.1826 0.190
C -3.5652 0.9486 1.5842 0.146
C -4.4780 1.9540 1.2601 0.168
C -4.1391 3.2855 0.8748 0.069
C -2.8067 3.5644 0.4949 -0.045
Pd -0.3622 -0.5113 0.5855 0.992
P 1.8265 -0.4216 -0.0820 0.201
H 0.3461 3.4100 -3.2051 0.005
H 2.0592 4.9077 0.5179 0.005
H 2.6399 3.7677 -4.3163 0.035
H 4.3000 5.1914 -0.7545 0.030
H -2.4017 4.5000 0.0777 0.001
H -1.5593 0.3930 1.3771 -0.115
H -4.8983 4.0660 0.8551 0.000
H -3.7946 -0.0301 2.0405 0.011
C 2.4598 -2.1170 0.1910 -0.004
C 3.6931 -2.5436 -0.5932 0.014
H 1.6301 -2.7853 -0.0911 0.003
H 2.6186 -2.2769 1.2697 0.001
H 3.8841 -3.5896 -0.3273 0.001
H 3.5318 -2.4983 -1.6755 0.000
H 4.5967 -1.9713 -0.3521 -0.001
C 2.0191 -0.0063 -1.8423 0.043
C 3.4052 0.4585 -2.2668 0.031
H 1.2997 0.8024 -2.0348 0.039
H 1.7010 -0.8565 -2.4624 0.016
H 3.4075 0.5850 -3.3563 0.001
H 3.6501 1.4323 -1.8309 -0.003
H 4.2088 -0.2430 -2.0134 0.000
C 2.8145 0.8064 0.8411 -0.011
C 4.3120 0.5228 0.9767 0.021
H 2.3708 0.8368 1.8480 0.003
H 2.6492 1.8087 0.4104 -0.007
H 4.7398 1.3228 1.6017 0.002
H 4.4975 -0.4344 1.4789 -0.002
H 4.8575 0.5233 0.0203 -0.001
Br -6.3267 1.3186 1.4743 0.330
P -1.6397 -1.4342 -1.1080 0.199
C -0.6064 -2.3674 -2.2774 0.047
C -1.2260 -3.6253 -2.8880 0.027
H 0.3269 -2.5838 -1.7318 -0.011
H -0.3392 -1.6587 -3.0762 0.003
H -0.4829 -4.1006 -3.5502 0.002
H -1.5482 -4.3519 -2.1288 0.000
H -2.1038 -3.3600 -3.4957 -0.003
C -2.7334 -2.5916 -0.2246 0.024
C -4.0427 -2.9989 -0.8940 0.025
H -2.9012 -2.1077 0.7509 0.014
H -2.1214 -3.4884 -0.0415 0.006
H -4.5759 -3.6743 -0.2098 0.002
H -4.6993 -2.1514 -1.1308 -0.001
H -3.8507 -3.5463 -1.8259 -0.001
C -2.6296 -0.2582 -2.0537 0.027
C -3.1199 -0.7307 -3.4171 0.031
H -1.9844 0.6272 -2.1324 0.005
H -3.4795 0.0306 -1.4219 -0.001
H -3.7212 0.0605 -3.8807 0.002
H -2.3100 -0.9870 -4.1050 -0.002
H -3.7587 -1.6141 -3.3225 -0.001
N -0.0755 -1.5423 6.7562 0.012
C -0.0029 -1.2377 5.4364 0.005
C 0.2365 -2.2499 4.4815 0.004
C 0.1556 -1.9449 3.1270 0.011
N -0.1237 -0.6784 2.7292 0.115
C -0.3266 0.3253 3.6227 0.007
C -0.2439 0.0812 4.9973 0.015
H 0.0225 -2.4843 7.1109 -0.001
H -0.3118 -0.8464 7.4415 -0.001
H 0.4294 -3.2782 4.7988 0.001
H 0.2931 -2.6936 2.3310 0.002
H -0.5828 1.3236 3.2488 0.006
H -0.4344 0.8701 5.7186 0.002
```

multiplicity	5
molar mass	694.98	u
HOMO energy (alpha / beta)	-17.88 / -18.10	eV
electronic energy	-128348.26930	eV
energy relative to the best compared isomer or geometry (same formula, charge and spin)	10.0	kcal/mol
total charge	+4

***

(3)
Molecular formula: C30H44BrN3P2V
Method: DFT, ωB97M-V with the def2-TZVPD basis set

Structure (XYZ):
```
81
Properties=species:S:1:pos:R:3:mulliken_spin:R:1
C -0.4909 6.6187 -3.1344 0.002
C -0.7716 5.2529 -3.3552 0.001
C -0.9632 4.9024 -4.7175 0.001
C -0.8575 5.8716 -5.7223 0.000
N -0.5816 7.1502 -5.4957 0.001
C -0.4141 7.5062 -4.2295 0.000
C -0.8726 4.2826 -2.2546 0.021
C -1.4517 3.4510 -1.5545 -0.027
C -1.8449 2.1845 -1.1162 0.051
C -0.8161 1.2866 -1.4561 -0.138
C -0.7442 0.1075 -0.7122 0.205
C -1.7164 -0.0900 0.4817 -0.087
C -2.9010 0.6818 0.4986 0.107
C -2.9505 1.8561 -0.3037 0.006
V 0.3661 0.5125 0.9405 2.909
P 2.1858 -1.0974 0.9318 -0.090
H -1.1874 3.8822 -5.0188 0.000
H -0.3437 7.0348 -2.1421 0.000
H -0.9833 5.6105 -6.7683 0.000
H -0.1971 8.5612 -4.0702 0.000
H -3.8455 2.4822 -0.2508 -0.002
H -0.0987 1.5108 -2.2548 -0.005
H -3.7632 0.3962 1.1076 -0.003
H 0.2078 -0.5175 -0.7386 -0.066
C 1.8902 -2.5579 2.0041 0.024
C 2.7032 -3.8256 1.7188 0.002
H 0.8068 -2.7792 1.9805 -0.002
H 2.1326 -2.2375 3.0364 0.007
H 2.5685 -4.5100 2.5692 0.000
H 2.3574 -4.3748 0.8363 0.000
H 3.7867 -3.6662 1.6331 0.000
C 2.7349 -1.6255 -0.7694 -0.010
C 3.0096 -0.4530 -1.6750 0.000
H 1.9408 -2.2721 -1.1684 -0.005
H 3.6181 -2.2901 -0.7049 -0.002
H 3.1105 -0.8133 -2.7062 0.000
H 2.2103 0.3013 -1.6575 0.018
H 3.9453 0.0526 -1.3949 0.000
C 3.7937 -0.3974 1.4999 0.010
C 5.0220 -1.3128 1.4438 -0.002
H 3.6490 -0.0278 2.5238 0.002
H 3.9770 0.4865 0.8713 0.005
H 5.9119 -0.6885 1.5898 0.000
H 5.0302 -2.0444 2.2630 0.000
H 5.1702 -1.8292 0.4816 0.000
Br -1.6974 -1.2904 2.2241 0.036
P -2.0198 -3.1605 -1.1884 -0.004
C -0.2594 -3.3094 -0.8315 0.007
C 0.2852 -4.6996 -1.1561 0.001
H -0.2777 -3.0329 0.2398 0.008
H 0.1538 -2.5179 -1.4932 -0.005
H 1.3751 -4.6469 -1.1568 0.000
H 0.0268 -5.4442 -0.3935 0.000
H -0.0552 -5.0755 -2.1359 0.000
C -3.0501 -3.3122 0.2617 0.000
C -4.4503 -3.8518 -0.0575 -0.001
H -3.0863 -2.2607 0.5827 0.002
H -2.5282 -3.9542 0.9839 0.000
H -4.9970 -3.9373 0.8882 0.000
H -5.0083 -3.1552 -0.6990 0.000
H -4.3862 -4.8418 -0.5359 0.000
C -2.3714 -1.6522 -2.1262 -0.010
C -2.6250 -1.7399 -3.6129 0.000
H -1.4463 -1.1015 -1.8858 0.010
H -3.1828 -1.1859 -1.5572 0.001
H -2.8230 -0.7411 -3.9726 0.000
H -1.7766 -2.1009 -4.1878 0.000
H -3.4994 -2.3301 -3.8535 0.000
N 0.1037 2.7894 6.7618 0.005
C 0.2124 2.3206 5.4729 0.008
C 1.2770 1.4807 5.0849 0.005
C 1.3161 0.9579 3.8185 0.048
N 0.4011 1.3198 2.9017 -0.067
C -0.5944 2.1701 3.2145 0.046
C -0.7077 2.6929 4.4843 -0.001
H 0.7651 2.4624 7.4600 0.000
H -0.7089 3.3378 7.0457 0.000
H 2.0652 1.2367 5.7690 0.000
H 2.0591 0.2232 3.5042 -0.013
H -1.3013 2.4043 2.4187 -0.007
H -1.5216 3.3735 4.6873 0.000
```

multiplicity	4
molar mass	639.50	u
HOMO energy (alpha / beta)	-11.68 / -11.69	eV
electronic energy	-150581.55706	eV
energy relative to the best compared isomer or geometry (same formula, charge and spin)	58.6	kcal/mol
total charge	+2

***

What is the total charge in the third record?
+2

***

Which of these has the lowest energy relative to the best compared isomer or geometry (same formula, charge and spin)?
C30H44BrIrN3P2

***

What is the formula in the second record?
C30H44BrN3P2Pd